i) # C5H2O3

The molecule C5H2O3 (the ωB97M-V functional and the def2-TZVPD basis, OMol25).

Its spin multiplicity is 1. For the frontier orbital gap, the calculation gives 9.900 eV. As for the LUMO energy: 0.509 eV.

Geometry (Å):
C (2.717, -0.628, 0.060)
C (1.571, -0.287, -0.019)
C (0.191, -0.034, -0.051)
C (-0.468, 1.143, -0.018)
O (-1.833, 0.892, 0.075)
C (-2.006, -0.473, 0.002)
O (-3.061, -1.036, 0.013)
O (-0.766, -1.040, -0.021)
H (3.797, -0.717, 0.090)
H (-0.144, 2.179, -0.132)

=====

ii) # C5H2O3

C5H2O3 as an isolated structure (the ωB97M-V functional and the def2-TZVPD basis, OMol25).

Its spin multiplicity is 1. For the frontier orbital gap, the calculation gives 7.633 eV. As for the LUMO energy: -2.952 eV.

Geometry (Å):
C (1.969, 0.102, 0.051)
C (0.664, -0.238, -0.228)
C (-0.273, 0.840, -0.154)
C (-1.640, 0.085, 0.136)
C (-2.654, -0.596, 0.171)
H (2.178, 1.256, 0.842)
H (-3.400, -1.434, 0.032)
O (2.992, -0.581, 0.072)
O (0.134, -1.420, -0.543)
O (0.030, 1.986, -0.376)

=====

Which structure is most stable? i), by 0.1549 hartree over the runner-up.

=====

i) # C5H11O2

A 2-piece molecular cluster, C5H11O2 overall (the ωB97M-V functional and the def2-TZVPD basis, OMol25).

The expectation value of S² is 0.756. Its spin multiplicity is 2. For the frontier orbital gap (alpha / beta), the calculation gives 10.986 / 6.741 eV. As for the LUMO energy (alpha / beta): 0.691 / -3.552 eV.

Geometry (Å):
C (0.122, 0.482, 3.456)
C (-0.422, 1.599, 2.472)
O (-1.014, 1.275, 1.430)
O (-0.215, 2.652, 3.056)
H (-0.844, 0.331, 4.041)
H (1.013, 0.713, 4.073)
H (0.349, -0.570, 3.040)
C (-0.002, -0.472, -1.377)
C (1.367, -0.731, -1.941)
C (-1.119, -0.593, -2.417)
H (-0.029, -0.856, -0.358)
H (-0.108, 0.652, -1.070)
H (1.286, -1.374, -2.950)
H (-1.923, 0.062, -2.051)
H (-0.964, -0.278, -3.340)
H (2.009, -1.329, -1.336)
H (2.048, 0.065, -2.253)
H (-1.555, -1.626, -2.476)

=====

ii) # C5H11O2

The molecule C5H11O2 (the ωB97M-V functional and the def2-TZVPD basis, OMol25).

The expectation value of S² is 0.754. Its spin multiplicity is 2. For the frontier orbital gap (alpha / beta), the calculation gives 11.015 / 8.649 eV. As for the LUMO energy (alpha / beta): 0.834 / -1.355 eV.

Geometry (Å):
C (0.312, -1.650, -1.077)
O (0.543, -2.045, -2.385)
C (1.225, -0.448, -0.572)
C (0.813, -0.082, 0.974)
C (-0.735, 0.088, 1.120)
C (-1.322, 1.435, 0.561)
O (-0.642, 2.501, 1.016)
H (-0.754, -1.286, -1.056)
H (0.402, -2.501, -0.345)
H (2.188, -0.706, -0.581)
H (1.115, 0.359, -1.296)
H (1.288, 0.830, 1.342)
H (1.325, -0.947, 1.541)
H (-1.365, -0.832, 0.681)
H (-1.085, 0.077, 2.257)
H (-1.578, 1.495, -0.515)
H (-2.292, 1.459, 1.054)
H (-0.212, 2.336, 1.833)

=====

iii) # C5H11O2

A 2-piece molecular cluster, C5H11O2 overall (the ωB97M-V functional and the def2-TZVPD basis, OMol25).

The expectation value of S² is 0.754. Its spin multiplicity is 2. For the frontier orbital gap (alpha / beta), the calculation gives 11.669 / 7.651 eV. As for the LUMO energy (alpha / beta): 0.845 / -3.078 eV.

Geometry (Å):
C (1.368, -1.802, -0.349)
C (2.577, -0.864, -0.152)
H (1.340, -2.397, -1.256)
H (1.387, -2.542, 0.416)
H (0.427, -1.253, -0.383)
H (3.316, -1.422, 0.402)
H (2.896, -0.427, -1.097)
H (2.248, -0.022, 0.454)
C (-1.562, 1.034, -0.359)
C (-2.478, 0.532, 0.748)
C (-0.384, 1.879, 0.163)
O (0.633, 1.609, -0.581)
O (-0.480, 2.579, 1.137)
H (-1.180, 0.237, -1.003)
H (-2.109, 1.549, -1.160)
H (-3.231, -0.101, 0.301)
H (-2.900, 1.400, 1.246)
H (-1.867, 0.013, 1.475)

=====

Which structure is most stable? iii), by 0.0496 hartree over the runner-up.

=====

i) # H2N2O2

A 2-piece molecular cluster, H2N2O2 overall (the ωB97M-V functional and the def2-TZVPD basis, OMol25).

Its spin multiplicity is 1. For the frontier orbital gap, the calculation gives 11.447 eV. As for the LUMO energy: 1.104 eV.

Geometry (Å):
N (-3.705, 0.698, -0.013)
N (-3.911, -0.378, -0.092)
O (0.724, -0.228, -0.228)
O (-0.536, 0.178, 0.398)
H (0.609, -1.032, -0.587)
H (-0.054, 0.955, 0.735)

=====

ii) # H2N2O2

The molecule H2N2O2 (the ωB97M-V functional and the def2-TZVPD basis, OMol25).

Its spin multiplicity is 1. For the frontier orbital gap, the calculation gives 10.483 eV. As for the LUMO energy: 0.251 eV.

Geometry (Å):
N (0.724, 0.271, -0.610)
O (-0.717, -0.333, -0.136)
N (-0.383, -0.163, 1.173)
O (-1.265, 0.196, 1.867)
H (1.271, -0.584, -0.776)
H (0.370, 0.613, -1.519)

=====

Which structure is most stable? i), by 0.0974 hartree over the runner-up.